43
Properties=species:S:1:pos:R:3:lowdin_charge:R:1 method="wB97M-V/def2-TZVPD" max_force_ev_per_a=1.42 energy_ha=-7571.44601 spin_multiplicity=2 homo_energy_ev="-8.3042 / -8.4843"
Cr -0.4101 1.3753 0.5687 -0.069
Br -0.0145 0.9980 3.1963 0.874
C -1.2742 -0.4739 3.2318 -0.508
C -1.7178 -0.9485 4.4336 -0.109
C -2.5645 -2.0651 4.4477 -0.070
C -2.8845 -2.6973 3.2785 -0.023
C -2.4157 -2.2213 2.0367 -0.161
C -2.6799 -2.9000 0.8308 -0.024
C -2.1747 -2.4341 -0.3507 -0.058
C -1.4635 -1.2258 -0.3873 -0.104
C -1.2112 -0.4828 0.7456 -0.209
C -1.6284 -1.0327 1.9885 -0.218
H -1.4166 -0.4767 5.3540 0.105
H -2.9322 -2.4328 5.3922 0.108
H -3.4968 -3.5865 3.2854 0.115
H -3.2716 -3.8015 0.8639 0.114
H -2.3422 -2.9741 -1.2704 0.109
H -1.1055 -0.8902 -1.3555 0.078
I -1.6300 3.5950 1.5047 0.313
I -3.2782 5.9914 1.2957 0.031
N 6.9004 0.6361 0.5103 0.164
C 5.7681 0.7993 0.4348 -0.193
C 4.3656 0.9690 0.3781 -0.233
C 3.5488 -0.1618 0.4464 -0.018
C 2.1775 -0.0117 0.4663 -0.113
C 1.5846 1.2480 0.3939 -0.307
C 2.4142 2.3626 0.2910 -0.098
C 3.7921 2.2387 0.2854 -0.018
H 3.9896 -1.1458 0.4914 0.122
H 1.5580 -0.8996 0.5461 0.104
H 1.9814 3.3587 0.2076 0.106
H 4.4216 3.1152 0.2045 0.122
Se -1.1882 2.0944 -1.5599 0.729
C -0.5863 1.1047 -3.0761 -0.610
C -1.4027 0.9857 -4.1957 -0.107
C -0.9152 0.2829 -5.2836 -0.152
N 0.2875 -0.2617 -5.3174 0.054
C 1.0618 -0.1379 -4.2542 -0.145
C 0.6765 0.5262 -3.1018 -0.100
H -2.3877 1.4266 -4.2088 0.098
H -1.5160 0.1528 -6.1741 0.105
H 2.0411 -0.5939 -4.3263 0.107
H 1.3395 0.5970 -2.2475 0.088